No. 1
The following is a quantum chemistry calculation of C25H32As2ClO11Os as an isolated structure at a distorted geometry, from the Open Molecules 2025 dataset.

Calculated values
HOMO-LUMO gap (spin up / spin down) = 6.98 / 6.17 eV
<S²> = 6.026
maximum force = 0.049 hartree/bohr

Geometry as ORCA input:
```
! RIJCOSX wB97M-V def2-TZVPD def2/J DEFGRID3
* xyz 1 5
Os 0.06801 -0.32023 -0.15811
C 3.53488 -0.48833 -2.27882
C 2.87920 -0.70074 -0.94900
C 2.41973 -1.96357 -0.57092
C 1.92895 -2.21264 0.71598
C 1.44833 -3.58241 1.10779
C 1.90368 -1.15103 1.63379
C 2.33016 0.13953 1.26974
C 2.32403 1.25758 2.27101
C 2.77862 0.34980 -0.03298
H 2.84979 -0.06082 -3.01446
H 3.93367 -1.42150 -2.67040
H 4.35382 0.22409 -2.18450
H 2.45781 -2.77247 -1.29127
H 0.37701 -3.68394 0.92135
H 1.61722 -3.76062 2.16845
H 1.95785 -4.35243 0.53177
H 1.58478 -1.30873 2.65884
H 1.37099 1.78583 2.24560
H 3.11607 1.97316 2.05530
H 2.45485 0.86856 3.27978
H 3.11276 1.33616 -0.33315
O -1.61124 -0.70496 -0.18134
C -6.19678 1.89505 1.14910
O -4.90462 2.18472 1.71088
C -4.01723 1.19154 1.62709
O -4.23859 0.14735 1.07518
C -2.69564 1.60646 2.20266
C -2.60831 2.61845 3.08640
As -3.82978 2.25447 4.56005
C -3.77732 3.82749 5.72186
C -2.40529 1.06140 5.20494
C -1.51441 0.33505 4.44736
As -1.22575 0.33501 2.44767
C -2.23838 -1.37159 2.42196
C -0.61908 -0.73643 4.93394
O 0.27613 -1.14946 4.20502
O -0.93094 -1.28610 6.08311
C -0.07286 -2.34838 6.53703
C -2.33889 1.05526 6.68570
O -1.33958 1.02400 7.34953
O -3.57598 1.19867 7.19590
C -3.64053 1.32237 8.62693
C -1.31748 3.30456 3.41486
O -1.05236 3.81798 4.46889
O -0.54491 3.44305 2.32509
C 0.57070 4.33739 2.49168
H -6.78080 2.79621 1.29543
H -6.64651 1.04921 1.66433
H -6.09564 1.66100 0.09222
H -4.03711 4.66705 5.07921
H -2.78445 3.97623 6.13190
H -4.52944 3.70129 6.49454
H -3.11567 -1.26354 3.05479
H -1.56315 -2.11211 2.84720
H -2.54891 -1.64027 1.42669
H -0.48137 -2.65422 7.49267
H 0.94283 -1.97824 6.65224
H -0.08813 -3.17014 5.82465
H -4.69412 1.42065 8.86235
H -3.08230 2.19810 8.95103
H -3.22123 0.43535 9.09540
H 1.07679 4.34943 1.53247
H 1.22666 3.98644 3.28534
H 0.20600 5.32979 2.74628
Cl 1.09962 1.66994 -4.80929
C 0.53857 0.12254 -4.17863
C 0.41392 0.10358 -2.68254
O 0.62999 1.08937 -1.94259
O 0.05133 -1.00308 -2.14723
H 1.22755 -0.66355 -4.47918
H -0.44042 -0.11438 -4.59170
*
```


No. 2
The following is a quantum chemistry calculation of a 12-piece molecular cluster, C42H87O15P overall at a distorted geometry, from the Open Molecules 2025 dataset.

Calculated values
HOMO-LUMO gap = 9.53 eV
maximum force = 0.066 hartree/bohr

Geometry as ORCA input:
```
! RIJCOSX wB97M-V def2-TZVPD def2/J DEFGRID3
* xyz 0 1
C 17.87044 10.34793 11.66989
O 18.30611 11.53452 12.41172
P 19.70251 12.23551 12.26668
O 20.33493 12.23636 10.95215
O 19.49394 13.69818 12.87718
C 18.76446 14.66222 12.10219
O 20.53195 11.60287 13.46503
C 21.94205 12.00439 13.46781
H 18.07198 9.59055 12.38007
H 18.39312 10.15746 10.71368
H 16.82200 10.40862 11.36905
H 18.28978 15.27768 12.83247
H 18.07263 14.17100 11.42014
H 19.44336 15.30920 11.55272
H 22.54471 11.73591 12.62638
H 22.25149 11.59313 14.44550
H 21.98233 13.07977 13.61164
C 16.07589 8.74269 16.95040
C 17.04941 9.75730 16.45184
C 17.16019 9.57641 14.93578
O 16.78033 8.20105 14.73118
C 15.76783 7.90539 15.67297
H 15.15636 9.24120 17.34298
H 16.47431 8.05816 17.71469
H 18.03564 9.71281 16.94681
H 16.76530 10.77236 16.61970
H 18.17640 9.67869 14.55858
H 16.45807 10.21313 14.37558
H 15.73638 6.80403 15.80807
H 14.79846 8.18121 15.31768
C 10.58711 10.40106 11.71563
C 11.15020 9.97075 10.38044
C 11.65999 11.18660 9.78083
O 10.68737 12.19061 10.16243
C 10.55150 12.02007 11.56188
H 11.31414 10.07671 12.48933
H 9.54744 10.03246 11.94336
H 10.31409 9.60809 9.75296
H 11.79940 9.12314 10.51374
H 11.71223 11.13639 8.68445
H 12.68302 11.33715 10.11646
H 9.63702 12.54121 11.85236
H 11.40781 12.44280 12.11329
C 16.09578 18.33207 12.97296
C 15.55461 19.08694 11.75464
C 15.49264 18.05252 10.65410
O 15.69174 16.78432 11.25832
C 15.48691 16.96411 12.63735
H 15.80730 18.69097 13.96161
H 17.16785 18.27236 12.81382
H 16.25289 19.90202 11.48308
H 14.55085 19.47544 11.90647
H 16.38656 18.10414 10.04668
H 14.52947 18.02824 10.10345
H 15.90271 16.15958 13.21692
H 14.44210 17.06617 12.92128
C 10.92593 7.50571 17.53343
C 10.11561 8.34277 16.54723
C 11.17689 9.39478 16.27811
O 12.45569 8.73510 16.26145
C 12.34134 7.53985 17.00360
H 10.58589 6.47147 17.62073
H 10.72306 7.86214 18.53598
H 9.18136 8.60798 17.03058
H 9.92695 7.86143 15.58497
H 11.10828 10.15101 17.11818
H 11.09190 9.84086 15.23430
H 13.17092 7.47107 17.78526
H 12.52847 6.73635 16.31476
C 18.91877 13.35514 16.31583
C 19.69891 14.60980 16.62394
C 19.21623 15.63281 15.58870
O 17.85561 15.27389 15.40347
C 17.73545 13.82143 15.46766
H 18.62911 12.84491 17.21751
H 19.51365 12.70729 15.70302
H 20.80126 14.48549 16.53835
H 19.55597 15.00949 17.60105
H 19.75612 15.58111 14.61723
H 19.33058 16.67660 15.91307
H 17.79336 13.36304 14.48132
H 16.81894 13.50963 15.97489
C 13.07670 14.74389 10.54184
C 11.98587 15.18921 11.40176
C 11.85971 16.68403 11.03866
O 12.11342 16.72465 9.58520
C 12.76342 15.49414 9.25739
H 13.05361 13.66711 10.43039
H 14.07571 15.07392 10.89164
H 12.13600 15.01780 12.44968
H 11.05861 14.66336 11.15257
H 12.65518 17.30366 11.45518
H 10.88542 17.16508 11.21293
H 13.63633 15.70611 8.60366
H 12.06840 14.94669 8.60716
C 9.28962 13.68721 16.70098
C 10.34643 13.56535 17.77629
C 11.09098 14.76202 18.24251
O 10.60258 12.47892 18.28788
H 9.72755 14.01367 15.75251
H 8.55066 14.46397 17.01056
H 8.82933 12.73934 16.54674
H 10.51863 15.36342 18.94801
H 11.26204 15.45480 17.45855
H 12.03269 14.51772 18.75722
C 16.86838 13.79335 7.94354
C 15.97654 12.82866 8.64107
C 14.96822 12.07675 7.85224
O 16.00163 12.68214 9.85292
H 17.37030 13.25301 7.10109
H 17.64313 14.15045 8.60982
H 16.28924 14.66003 7.52440
H 14.03946 12.65709 7.68872
H 14.72738 11.16954 8.41762
H 15.39594 11.86648 6.85260
C 15.68628 7.51606 11.55303
C 14.50091 8.34421 11.95500
C 13.38979 7.68776 12.82806
O 14.36860 9.51075 11.67152
H 15.56173 6.43724 11.76787
H 16.63359 7.88131 12.05382
H 15.83736 7.69210 10.45603
H 13.73206 6.73528 13.33547
H 12.48821 7.40520 12.26816
H 13.14817 8.44047 13.59219
C 14.89741 12.72978 12.92740
C 13.92275 12.61661 14.07232
C 13.85948 11.39553 14.91838
O 13.22937 13.55774 14.30840
H 15.61949 11.89513 12.83766
H 15.56219 13.60596 13.08780
H 14.34528 12.80572 11.97519
H 14.61986 11.58657 15.68769
H 14.05922 10.47149 14.40264
H 12.90350 11.32660 15.38852
C 14.51579 15.44505 16.96309
C 14.52363 16.69490 17.73725
C 15.77974 17.51750 18.02698
O 13.57340 16.98289 18.45842
H 13.54568 15.34730 16.52197
H 14.68912 14.66545 17.71645
H 15.32247 15.31770 16.27606
H 15.96310 17.31328 19.08221
H 15.50134 18.56077 18.01895
H 16.70536 17.43824 17.38843
*
```


No. 3
The following is a quantum chemistry calculation of one molecule with the formula C3H3NO3, from the Open Molecules 2025 dataset.

Calculated values
HOMO-LUMO gap = 10.15 eV
maximum force = 0.013 hartree/bohr

Geometry as ORCA input:
```
! RIJCOSX wB97M-V def2-TZVPD def2/J DEFGRID3
* xyz 0 1
H 2.12468 -0.13609 0.02856
N 1.17785 -0.45001 -0.16398
C 0.30156 0.38146 0.21553
C 0.60370 1.70151 0.89066
O -0.21670 2.53357 1.16369
O -1.00453 0.10652 0.04403
C -1.18668 -0.99724 -0.80181
O -1.73411 -1.98353 -0.43855
H 1.68519 1.82959 1.10336
H -0.80127 -0.79767 -1.80996
*
```


No. 4
The following is a quantum chemistry calculation of one molecule with the formula C4H10S2 at a distorted geometry, from the Open Molecules 2025 dataset.

Calculated values
HOMO-LUMO gap = 8.48 eV
maximum force = 0.025 hartree/bohr

Geometry as ORCA input:
```
! RIJCOSX wB97M-V def2-TZVPD def2/J DEFGRID3
* xyz 0 1
C 0.20485 0.69901 -3.09800
C 0.63372 1.12135 -1.70417
S 0.09708 -0.14792 -0.52257
S 0.11794 0.93337 1.25826
C -0.82417 -0.29619 2.23182
C -0.04828 -1.54968 2.52595
H 0.33702 1.51724 -3.79537
H 0.76580 -0.19174 -3.39761
H -0.84826 0.42134 -3.12658
H 1.72142 1.19235 -1.66600
H 0.22731 2.08412 -1.39870
H -1.76430 -0.40777 1.71128
H -1.02836 0.29965 3.12212
H -0.70456 -2.34374 2.87234
H 0.45735 -1.95021 1.65987
H 0.65543 -1.38118 3.32737
*
```


No. 5
The following is a quantum chemistry calculation of a 3-piece molecular cluster, C3H10O3 overall, from the Open Molecules 2025 dataset.

Calculated values
HOMO-LUMO gap = 10.55 eV
maximum force = 0.011 hartree/bohr

Geometry as ORCA input:
```
! RIJCOSX wB97M-V def2-TZVPD def2/J DEFGRID3
* xyz 0 1
C 1.37001 1.72465 1.99630
C 0.82946 1.33805 0.85285
C 0.02321 2.20603 -0.06016
O -1.19266 1.54636 -0.39834
H 2.02328 1.08575 2.55636
H 1.25001 2.72821 2.37554
H 1.00094 0.34325 0.47060
H -0.13128 3.16322 0.44436
H 0.56222 2.34195 -1.00268
H -1.96504 2.01087 -0.07175
O -1.78687 -2.01971 0.09189
H -1.27622 -1.76261 -0.68149
H -1.57438 -2.95256 0.20696
O 1.04215 -3.64803 -1.89436
H 0.78205 -2.72800 -2.04459
H 1.96092 -3.67831 -1.62157
*
```


No. 6
The following is a quantum chemistry calculation of one molecule with the formula C4H7NOS2 at a distorted geometry, from the Open Molecules 2025 dataset.

Calculated values
HOMO-LUMO gap = 7.92 eV
maximum force = 0.059 hartree/bohr

Geometry as ORCA input:
```
! RIJCOSX wB97M-V def2-TZVPD def2/J DEFGRID3
* xyz 0 1
N -2.30336 1.60923 0.53861
C -1.62152 0.66734 -0.12623
C -0.31095 0.41576 0.12831
C 0.38671 1.24574 1.20904
O -0.36086 1.26430 2.43374
C 0.35406 -0.57560 -0.63286
S -0.27997 -1.68632 -1.71029
S 2.11224 -0.73108 -0.28385
H -3.33647 1.57604 0.51541
H -2.03124 1.77982 1.54605
H -2.14554 0.11821 -0.93377
H 1.42465 0.90394 1.31177
H 0.51552 2.27825 0.84761
H 0.11139 1.85667 3.07048
H 2.30583 -1.73304 -1.16095
*
```